[1]
Density functional theory data (ωB97M-V/def2-TZVPD) for an isolated molecule of C14H26N2O7S.

XYZ file:
```
50
Properties=species:S:1:pos:R:3:nbo_charge:R:1
C -3.93 2.29 1.87 -0.641
C -2.40 1.86 2.38 -0.412
C -1.76 0.82 1.25 -0.412
C -0.11 0.90 1.17 -0.237
N 0.60 -0.08 2.08 -0.659
C 1.95 -0.49 1.54 -0.058
C 3.08 0.69 1.19 -0.508
C 3.68 0.38 -0.31 0.523
C 3.52 1.55 -1.49 -0.518
C 3.55 3.08 -0.90 0.371
O 2.60 3.95 -1.33 -0.537
O 5.11 0.03 -0.46 -0.413
N 5.58 -0.63 0.62 0.378
O 5.39 -1.83 0.54 -0.255
O 2.75 -0.72 -0.74 -0.583
C 2.06 -1.53 0.27 0.083
C 0.75 -2.43 -0.13 -0.427
C -0.16 -1.82 -1.36 -0.418
C -1.76 -2.26 -1.17 -0.433
C -2.65 -1.99 -2.53 -0.620
S -4.33 -1.16 -2.17 2.083
O -4.82 -1.40 -0.71 -0.883
O -5.44 -1.67 -3.15 -0.853
O -4.17 0.55 -2.38 -0.833
H -4.26 1.73 0.89 0.210
H -4.03 3.45 1.66 0.222
H -4.68 1.95 2.74 0.222
H -1.74 2.83 2.41 0.206
H -2.39 1.41 3.47 0.218
H -2.16 -0.26 1.46 0.215
H -2.17 1.21 0.20 0.187
H 0.25 0.81 0.06 0.184
H 0.19 1.99 1.56 0.198
H 0.01 -0.89 2.33 0.375
H 2.53 -1.09 2.39 0.213
H 3.86 0.74 2.09 0.256
H 2.54 1.75 1.33 0.253
H 2.54 1.42 -2.13 0.270
H 4.43 1.47 -2.25 0.263
H 4.36 3.52 -0.16 0.176
H 2.84 -2.37 0.59 0.189
H 1.08 -3.53 -0.41 0.232
H 0.06 -2.52 0.83 0.217
H 0.24 -2.36 -2.36 0.216
H -0.03 -0.67 -1.53 0.220
H -2.26 -1.71 -0.26 0.248
H -1.76 -3.43 -1.00 0.227
H -2.93 -3.03 -3.02 0.282
H -2.05 -1.37 -3.33 0.265
H -3.55 0.85 -1.65 0.495
```

Properties
Energy above the lowest of the compared OMol25 structures with the same formula, charge and spin = 1319.0 kJ/mol
Largest force on an atom = 8.433 eV Å⁻¹
E_HOMO = -9.308 eV
SMILES = CCCCN[C@@H]1C[C@@](CC=O)(ON=O)O[C@@H]1CCCCS(=O)(=O)O

***

[2]
Density functional theory data (ωB97M-V/def2-TZVPD) for a cluster of 2 separate species, C11H20N3O in total.

XYZ file:
```
35
Properties=species:S:1:pos:R:3:nbo_charge:R:1
C -1.13 0.47 1.32 -0.403
C -2.46 0.40 2.11 -0.594
C -0.39 -0.84 1.22 -0.064
C 0.50 -1.22 2.19 -0.187
C -0.58 -1.69 0.11 -0.199
C 1.23 -2.41 2.11 -0.280
C 0.11 -2.91 0.03 -0.280
C 1.01 -3.26 1.04 0.300
O 1.69 -4.43 0.99 -0.672
H -1.36 0.85 0.36 0.183
H -0.51 1.23 1.83 0.201
H -2.91 1.37 2.06 0.210
H 0.62 -0.61 3.10 0.218
H -1.30 -1.46 -0.60 0.201
H 1.96 -2.67 2.92 0.222
H -0.01 -3.54 -0.79 0.223
H 2.33 -4.59 1.71 0.497
H -2.24 0.10 3.11 0.216
H -3.22 -0.26 1.58 0.209
C -0.01 2.70 -1.58 -0.234
C -1.46 3.09 -1.84 -0.611
C 1.30 0.63 -1.66 0.684
N 0.29 1.39 -2.08 -0.552
N 1.48 -0.57 -2.16 -0.755
N 2.12 1.06 -0.73 -0.751
H 0.61 3.45 -2.07 0.210
H 0.19 2.79 -0.52 0.205
H -1.72 3.93 -1.22 0.242
H -2.07 2.26 -1.54 0.212
H -0.29 1.02 -2.77 0.411
H 0.70 -0.96 -2.75 0.430
H 2.26 -1.16 -1.84 0.437
H 2.04 1.99 -0.38 0.422
H 2.88 0.53 -0.41 0.422
H -1.65 3.35 -2.86 0.226
```

Properties
Energy above the lowest of the compared OMol25 structures with the same formula, charge and spin = 0.0 kJ/mol
Largest force on an atom = 2.929 eV Å⁻¹
E_HOMO = -11.221 eV
Charge = +1

***

[3]
Density functional theory data (ωB97M-V/def2-TZVPD) for a structure of composition C52H45ClIrN6O2P.

XYZ file:
```
108
Properties=species:S:1:pos:R:3:mulliken_spin:R:1
Ir -1.12 0.56 1.00 0.002
C -3.20 1.07 3.18 0.000
C -4.18 1.81 2.31 0.000
C -3.57 2.71 1.29 0.002
C -4.07 3.99 1.11 -0.003
C -3.61 4.77 0.06 0.000
C -2.67 4.23 -0.80 -0.001
C -2.20 2.96 -0.55 0.001
N -2.62 2.21 0.49 0.000
N -2.54 -0.12 2.58 -0.002
C -3.51 -1.09 2.06 0.000
C -3.73 -0.93 0.60 0.000
C -4.82 -1.50 -0.04 0.000
C -4.91 -1.45 -1.42 0.000
C -3.90 -0.82 -2.14 0.000
C -2.86 -0.24 -1.44 -0.002
N -2.78 -0.30 -0.10 0.004
C -1.72 -0.77 3.62 0.001
C -0.56 0.06 3.95 0.000
C -0.02 0.08 5.23 0.000
C 1.10 0.85 5.49 0.000
C 1.65 1.58 4.45 0.000
C 1.08 1.50 3.20 0.000
N -0.01 0.75 2.93 -0.002
H -3.74 0.73 4.07 0.000
H -2.41 1.75 3.52 0.000
H -4.83 2.39 2.95 0.000
H -4.83 1.10 1.78 0.000
H -4.83 4.37 1.78 0.000
H -3.98 5.77 -0.09 0.000
H -2.29 4.79 -1.65 0.000
H -1.45 2.51 -1.17 -0.001
H -4.45 -1.05 2.62 0.000
H -3.11 -2.09 2.20 0.000
H -5.59 -1.99 0.55 0.000
H -5.75 -1.90 -1.93 0.000
H -3.93 -0.76 -3.22 0.000
H -2.07 0.29 -1.95 0.001
H -1.36 -1.71 3.22 0.000
H -2.32 -0.99 4.50 0.000
H -0.48 -0.52 6.00 0.000
H 1.53 0.88 6.48 0.000
H 2.50 2.23 4.60 0.000
H 1.51 2.05 2.39 0.000
Cl -0.56 3.59 2.02 0.000
C 0.50 4.22 0.80 0.000
C 0.68 5.59 0.77 0.000
C 1.54 6.14 -0.17 0.000
C 2.22 5.31 -1.05 0.000
C 2.00 3.95 -1.02 0.000
C 1.13 3.35 -0.10 0.000
P 0.89 1.51 -0.20 -0.002
C 1.27 1.30 -1.97 -0.005
C 2.44 0.68 -2.38 0.016
C 2.82 0.70 -3.72 0.004
C 2.01 1.30 -4.66 0.000
C 0.82 1.90 -4.27 0.000
C 0.45 1.89 -2.93 0.000
C 2.38 0.86 0.63 -0.011
C 3.55 1.62 0.67 0.000
C 4.70 1.11 1.27 0.002
C 4.69 -0.15 1.83 -0.003
C 3.53 -0.92 1.80 0.001
C 2.38 -0.41 1.21 0.031
H 0.15 6.22 1.47 0.000
H 1.67 7.22 -0.21 0.000
H 2.91 5.73 -1.76 0.000
H 2.52 3.33 -1.75 0.000
H 3.09 0.20 -1.64 -0.011
H 3.76 0.25 -4.02 0.000
H 2.31 1.32 -5.70 0.000
H 0.19 2.38 -5.00 0.000
H -0.47 2.39 -2.65 0.000
H 3.57 2.61 0.25 0.000
H 5.60 1.71 1.28 0.000
H 5.59 -0.53 2.31 -0.001
H 3.52 -1.90 2.25 0.002
H 1.48 -1.00 1.21 -0.020
O -1.26 -3.12 2.19 0.000
C -0.74 -2.84 1.14 0.001
N -0.26 -3.80 0.29 0.007
C 0.36 -3.25 -0.88 -0.064
C -0.03 -1.76 -0.70 0.031
O 0.16 -0.96 -1.56 -0.003
N -0.55 -1.56 0.56 0.000
C -0.01 -3.95 -2.16 0.197
C -0.63 -3.30 -3.25 -0.015
C -0.98 -4.04 -4.35 0.053
C -0.67 -5.42 -4.43 0.133
C -0.05 -6.06 -3.37 -0.045
C 0.30 -5.34 -2.25 0.128
C 1.87 -3.37 -0.90 0.237
C 2.55 -2.80 -2.03 0.172
C 3.92 -2.91 -2.14 -0.057
C 4.63 -3.58 -1.15 0.170
C 3.96 -4.12 -0.01 0.090
C 2.60 -4.02 0.10 -0.033
H -0.36 -4.78 0.49 -0.001
H -0.83 -2.25 -3.20 -0.007
H -1.49 -3.57 -5.18 0.001
H -0.91 -5.97 -5.33 0.001
H 0.18 -7.12 -3.42 0.000
H 0.82 -5.83 -1.43 -0.002
H 1.98 -2.30 -2.80 0.004
H 4.44 -2.50 -3.00 0.002
H 5.70 -3.71 -1.25 -0.004
H 4.54 -4.61 0.76 -0.002
H 2.10 -4.44 0.96 0.000
```

Properties
Multiplicity = 2
Energy above the lowest of the compared OMol25 structures with the same formula, charge and spin = 105.3 kJ/mol
Largest force on an atom = 4.008 eV Å⁻¹
E_HOMO (spin up / spin down) = -15.763 / -15.762 eV
Charge = +3

***

[4]
Density functional theory data (ωB97M-V/def2-TZVPD) for a structure of composition C40H43Br2N7O13Sr.

XYZ file:
```
106
Properties=species:S:1:pos:R:3:mulliken_charge:R:1
N -0.30 -4.19 -3.03 -0.270
H -0.60 -3.31 -2.36 0.151
H 0.17 -3.81 -3.87 0.327
H -1.12 -4.73 -3.28 0.372
H 0.39 -4.72 -2.47 0.312
Sr -3.25 -2.35 -3.79 1.930
C 0.04 -1.33 -0.31 -0.466
C -0.20 -1.43 -1.79 0.441
O -1.40 -2.21 -2.06 -0.808
H 0.14 -2.31 0.18 0.220
H -0.79 -0.86 0.23 -0.155
H 0.91 -0.70 -0.10 0.195
H 0.68 -1.87 -2.30 -0.425
H -0.39 -0.42 -2.18 0.228
Br -1.41 -4.93 0.88 -0.156
C -3.31 -4.44 1.00 -0.521
C -3.48 -3.38 -0.01 0.103
Br -5.34 -2.73 -0.08 -0.157
H -3.48 -4.03 1.99 0.363
H -3.86 -5.35 0.83 0.412
H -3.14 -3.66 -0.99 0.126
H -2.96 -2.48 0.28 -0.141
C 1.39 0.98 3.01 -0.421
C 2.49 0.93 2.20 -0.601
C 3.36 1.99 2.19 -0.541
C 3.14 3.07 2.99 -0.241
C 2.03 3.12 3.80 -0.405
C 1.16 2.06 3.83 -0.249
N 4.07 4.18 3.04 1.130
O 5.16 4.00 2.48 -0.635
O 3.73 5.18 3.70 -0.559
H 0.72 0.12 3.07 0.462
H 2.73 0.03 1.65 0.625
H 4.27 1.96 1.59 0.592
H 1.84 3.98 4.42 0.482
H 0.27 2.13 4.42 0.317
C -3.57 -0.66 3.37 -0.636
C -2.95 0.49 2.92 -0.188
C -2.33 1.33 3.83 -0.336
C -2.32 0.99 5.17 -0.208
C -2.91 -0.16 5.62 -0.568
C -3.47 -1.05 4.70 -0.600
N -1.89 1.97 6.18 1.054
O -1.79 1.59 7.30 -0.600
O -1.65 3.13 5.78 -0.557
H -4.04 -1.28 2.61 0.455
H -2.87 0.70 1.86 0.751
H -1.96 2.31 3.54 0.584
H -2.89 -0.45 6.66 0.481
H -3.75 -2.02 5.07 0.405
C -1.68 2.98 0.45 0.578
C -0.39 2.89 0.01 -0.502
C 0.51 3.88 0.34 -0.594
C 0.17 4.82 1.26 -0.459
C -1.11 4.91 1.74 -0.298
C -2.07 4.01 1.30 -0.573
N 1.14 5.83 1.69 1.210
O 0.73 6.67 2.45 -0.621
O 2.28 5.73 1.23 -0.603
H -2.42 2.27 0.08 -0.126
H -0.05 2.03 -0.55 0.532
H 1.53 3.79 -0.01 0.679
H -1.49 5.64 2.44 0.489
H -3.06 4.01 1.73 0.327
C 3.93 -1.16 -4.71 -0.582
C 5.22 -0.78 -4.34 -0.433
C 5.44 0.26 -3.46 -0.685
C 4.33 0.81 -2.84 0.409
C 3.04 0.40 -3.11 -0.375
C 2.85 -0.53 -4.11 -0.589
N 4.51 1.91 -1.87 0.997
O 3.66 2.76 -1.81 -0.561
O 5.48 1.88 -1.20 -0.563
H 3.74 -1.91 -5.46 0.459
H 6.07 -1.27 -4.80 0.442
H 6.42 0.68 -3.29 0.486
H 2.18 0.82 -2.61 0.591
H 1.85 -0.77 -4.46 0.397
C 6.82 -4.97 -2.73 -0.466
C 6.16 -4.82 -3.97 -0.749
C 4.82 -4.49 -3.96 -0.060
C 4.21 -4.15 -2.77 0.264
C 4.86 -4.22 -1.55 -0.367
C 6.18 -4.64 -1.52 -0.659
N 2.85 -3.80 -2.78 1.222
O 2.32 -3.72 -3.83 -0.658
O 2.26 -3.66 -1.75 -0.711
H 7.88 -5.23 -2.72 0.400
H 6.64 -5.07 -4.90 0.442
H 4.25 -4.56 -4.88 0.419
H 4.40 -4.01 -0.58 0.451
H 6.74 -4.79 -0.61 0.424
C -7.78 2.85 -0.43 -0.382
C -6.58 2.97 0.30 -0.721
C -5.49 2.24 -0.08 0.341
C -5.63 1.27 -1.03 0.269
C -6.80 1.09 -1.76 -0.599
C -7.86 1.96 -1.49 -0.670
N -4.51 0.37 -1.24 1.110
O -4.55 -0.41 -2.24 -0.550
O -3.58 0.45 -0.48 -0.698
H -8.64 3.48 -0.22 0.410
H -6.65 3.54 1.22 0.416
H -4.59 2.35 0.50 0.272
H -6.97 0.33 -2.51 0.400
H -8.86 1.67 -1.81 0.342
```

Properties
Largest force on an atom = 4.249 eV Å⁻¹
E_HOMO = -12.838 eV
Charge = +2

***

[5]
Density functional theory data (ωB97M-V/def2-TZVPD) for the ion C3H11NP with charge +1.

XYZ file:
```
16
Properties=species:S:1:pos:R:3:nbo_charge:R:1
C 1.78 0.60 0.16 -0.411
C -1.00 -1.60 0.09 -1.162
C -0.68 1.18 0.15 -0.466
N 0.46 0.45 -0.42 -0.670
P -1.79 -0.31 0.06 1.186
H 2.49 -0.17 -0.11 0.227
H 2.21 1.58 -0.21 0.198
H 1.73 0.63 1.18 0.200
H -0.23 -1.58 0.83 0.300
H -1.66 -2.53 0.31 0.317
H -0.34 -1.58 -0.84 0.324
H -1.17 1.97 -0.48 0.263
H -0.48 1.35 1.18 0.253
H 0.55 0.74 -1.41 0.389
H -2.72 -0.57 1.06 0.025
H -2.36 -0.45 -1.24 0.030
```

Properties
Energy above the lowest of the compared OMol25 structures with the same formula, charge and spin = 463.2 kJ/mol
Largest force on an atom = 12.475 eV Å⁻¹
E_HOMO = -13.703 eV
Charge = +1

***

[6]
Density functional theory data (ωB97M-V/def2-TZVPD) for a cluster of 2 separate species, C8H12N2O4 in total.

XYZ file:
```
26
Properties=species:S:1:pos:R:3:nbo_charge:R:1
C -0.09 1.74 0.18 0.126
C -3.48 0.08 -0.28 0.778
C 0.17 0.83 -1.04 0.097
C -1.94 0.46 -0.27 0.281
C 0.41 3.15 0.38 -0.630
C 0.94 1.15 -2.26 -0.603
C 0.96 0.61 0.32 -0.528
C -2.23 -3.30 1.57 -0.845
N -1.05 0.12 -1.22 -0.056
N -1.44 1.38 0.54 -0.059
O -4.15 0.80 -1.01 -0.736
O -1.21 -0.82 -2.18 -0.762
O -2.00 2.16 1.50 -0.759
O -3.83 -0.85 0.47 -0.781
H -0.42 3.76 0.70 0.254
H 0.87 3.49 -0.54 0.183
H 1.16 3.08 1.14 0.192
H 0.38 1.47 -3.13 0.225
H 1.61 0.38 -2.60 0.202
H 1.53 2.08 -2.15 0.180
H 0.73 -0.15 1.15 0.219
H -2.57 -4.33 1.52 0.164
H 2.01 0.74 0.08 0.184
H -2.40 -3.10 2.60 0.192
H -2.76 -2.76 0.83 0.285
H -1.12 -3.26 1.29 0.196
```

Properties
Energy above the lowest of the compared OMol25 structures with the same formula, charge and spin = 10.7 kJ/mol
Largest force on an atom = 2.641 eV Å⁻¹
E_HOMO = 1.292 eV
Charge = -2